No. 1
Below is C19H21ClN2O3 in the gas phase, with properties calculated with wB97M-V/def2-TZVPD.

Calculated values
SMILES string   C[C@@H](NC(=O)OCc1ccccc1)C(=O)N(C)Cc1ccc(Cl)cc1

The geometry in ORCA input format:
```
! RIJCOSX wB97M-V def2-TZVPD def2/J DEFGRID3
* xyz 0 1
C 2.83841 0.54409 -2.76725
C 1.89343 -0.23629 -1.86457
N 2.62941 -1.26083 -1.13898
C 1.94716 -2.27376 -0.55159
O 0.83847 -2.63444 -0.86953
O 2.68671 -2.85702 0.41652
C 1.98575 -3.82731 1.18928
C 0.80583 -3.22279 1.90908
C -0.35969 -3.95342 2.09140
C -1.44560 -3.38685 2.73466
C -1.38003 -2.08225 3.19371
C -0.21978 -1.34879 3.01474
C 0.86950 -1.91743 2.37963
C 1.29827 0.69830 -0.79486
O 2.05341 1.37711 -0.11591
N -0.03157 0.68152 -0.59815
C -0.97695 -0.09755 -1.37033
C -0.58956 1.51797 0.45308
C -1.39414 2.64895 -0.12957
C -0.76964 3.57463 -0.95871
C -1.48552 4.60694 -1.53334
C -2.84324 4.71685 -1.27372
Cl -3.74792 6.00592 -1.98800
C -3.48304 3.80765 -0.44831
C -2.75401 2.77523 0.11625
H 2.27248 1.23236 -3.38979
H 3.39543 -0.13631 -3.40549
H 3.53287 1.11776 -2.15738
H 1.12860 -0.74778 -2.44747
H 3.46177 -0.94348 -0.66191
H 2.72861 -4.20532 1.89758
H 1.65036 -4.64335 0.54002
H -0.41850 -4.96638 1.72117
H -2.34916 -3.96291 2.86995
H -2.23143 -1.63867 3.68915
H -0.15801 -0.33135 3.37292
H 1.77246 -1.34051 2.23924
H -1.96589 0.04367 -0.94153
H -1.00877 0.23516 -2.41035
H -0.72918 -1.15961 -1.32796
H 0.25915 1.91395 1.01873
H -1.20496 0.89815 1.11200
H 0.28950 3.48253 -1.14755
H -0.99873 5.32457 -2.17481
H -4.53930 3.90528 -0.25279
H -3.25297 2.06584 0.76073
*
```

Here are the natural (NBO) charges for atoms 1 to 8, given in e: atom 1 (C): -0.61, atom 2 (C): -0.13, atom 3 (N): -0.62, atom 4 (C): 0.90, atom 5 (O): -0.66, atom 6 (O): -0.51, atom 7 (C): -0.10, atom 8 (C): 0.05

=====

No. 2
Below is a 2-piece molecular cluster, C6H14O2 overall at a distorted geometry, with properties calculated with wB97M-V/def2-TZVPD.

Calculated values
SMILES string   CC[C@H](C)CC=O.O

The geometry in ORCA input format:
```
! RIJCOSX wB97M-V def2-TZVPD def2/J DEFGRID3
* xyz 0 1
C -1.59663 1.08399 2.11293
C -1.18479 -0.07468 1.25289
C 0.19510 -0.27311 0.67263
C 0.61135 0.85432 -0.29512
C 0.24486 -1.65287 -0.07697
C 1.72781 -1.94363 -0.25836
O 2.15219 -2.35514 -1.30852
H -2.64162 0.96973 2.38901
H -1.00838 1.41532 2.96343
H -1.64391 2.01668 1.53726
H -1.45142 -1.07762 1.73199
H -1.85058 -0.08274 0.31545
H 0.88828 -0.20724 1.52160
H -0.28265 1.26481 -0.74634
H 0.99993 1.68736 0.36141
H 1.56486 0.41349 -0.76484
H -0.29074 -2.46549 0.45644
H -0.17619 -1.49799 -1.09081
H 2.28582 -1.62122 0.62781
O 0.59852 1.19096 -4.11748
H 1.10211 0.78406 -3.41278
H -0.24395 1.57102 -3.87163
*
```

Here are the natural (NBO) charges for atoms 1 to 8, given in e: atom 1 (C): -0.63, atom 2 (C): -0.39, atom 3 (C): -0.21, atom 4 (C): -0.64, atom 5 (C): -0.52, atom 6 (C): 0.44, atom 7 (O): -0.51, atom 8 (H): 0.22

=====

No. 3
Below is C6H10O in the gas phase, with properties calculated with wB97M-V/def2-TZVPD.

Calculated values
SMILES string   C[C@H]1C[C@H]2OC[C@@H]12

The geometry in ORCA input format:
```
! RIJCOSX wB97M-V def2-TZVPD def2/J DEFGRID3
* xyz 0 1
C -0.78330 -0.57597 -1.58066
C -0.93307 -0.00093 -0.16592
C -0.50143 -1.01228 0.94165
C 0.60148 -0.04728 1.38424
O 1.79851 -0.17186 0.57449
C 1.46856 1.03748 -0.15159
C 0.06150 1.04554 0.43560
H -0.90383 0.13748 -2.40613
H -1.57877 -1.32303 -1.69177
H 0.15775 -1.12111 -1.73070
H -1.97833 0.32010 -0.04681
H -1.28275 -1.18493 1.69035
H -0.10902 -1.97236 0.59287
H 0.81560 0.08609 2.45498
H 1.51945 0.93976 -1.24594
H 2.09603 1.87813 0.19083
H -0.38751 1.97264 0.80211
*
```

Here are the natural (NBO) charges for atoms 1 to 8, given in e: atom 1 (C): -0.62, atom 2 (C): -0.21, atom 3 (C): -0.43, atom 4 (C): 0.11, atom 5 (O): -0.54, atom 6 (C): -0.06, atom 7 (C): -0.27, atom 8 (H): 0.21

=====

| no. | gap between HOMO and LUMO (eV) | molar mass (g/mol) | total energy (eV) |
| --- | --- | --- | --- |
| 1 | 9.70 | 360.8 | -41690.48990 |
| 2 | 10.72 | 118.2 | -10542.68517 |
| 3 | 10.59 | 98.1 | -8429.68124 |